C22H64AsF6O10 as an isolated structure at a distorted geometry. Source: the OMol25 dataset; level of theory: ωB97M-V/def2-TZVPD.

Positions of all 103 atoms, in Å:
C  -0.479  5.410  -0.916
H  3.811  -2.177  3.077
H  0.347  6.026  -1.292
H  -3.734  0.681  0.373
O  2.264  -0.164  -4.824
O  7.238  -0.732  -1.177
C  6.050  -0.176  -1.741
H  -1.170  -2.908  1.894
H  2.537  -1.086  2.635
H  -5.162  0.926  3.533
F  1.151  1.719  -0.533
C  1.946  -3.094  2.376
H  -2.438  -3.584  2.889
H  -0.218  0.760  6.022
O  -0.221  1.698  3.479
O  -2.332  4.007  -1.521
C  -1.347  4.897  -2.087
H  0.375  -0.538  4.912
C  -0.357  -3.066  -3.897
H  -1.042  6.040  -0.232
F  -0.275  0.500  1.012
C  3.431  4.589  -1.023
O  2.343  -3.176  1.040
C  -5.554  -0.293  0.229
H  3.388  2.436  -1.510
H  -1.972  3.141  -1.761
H  -5.133  -1.296  0.155
H  1.176  -2.874  -1.598
C  0.899  1.459  4.350
H  -1.883  -4.513  -0.002
O  -3.181  -2.864  0.110
H  0.487  0.001  -7.228
O  -5.087  2.097  -0.129
H  -4.405  0.959  5.742
H  -3.424  -4.768  0.858
H  2.379  4.837  -0.910
H  1.716  1.176  3.682
C  2.729  -2.029  3.155
C  -2.637  -4.052  0.641
H  4.789  -0.805  -0.043
C  -3.635  -0.580  3.632
H  -2.460  -2.231  -0.020
H  -4.237  -1.228  4.281
H  7.924  -0.064  -1.137
O  -3.395  1.580  2.653
H  2.343  2.572  0.524
H  -3.602  -1.042  2.644
F  0.521  0.341  -2.414
C  4.832  -0.845  -1.139
H  0.076  -2.088  -3.708
H  2.222  -2.315  0.615
H  1.959  -4.094  2.819
C  0.610  0.408  5.407
H  -1.293  -3.864  -2.146
C  1.679  0.877  -5.596
H  1.989  -0.011  -3.913
F  -1.282  1.385  -1.137
H  4.020  5.216  -0.349
H  1.373  1.719  -4.961
O  3.305  2.677  0.476
H  -6.486  -0.320  -0.352
C  0.825  -3.886  -1.783
H  -0.096  4.533  -0.393
C  -4.083  0.886  3.685
H  -1.323  -4.625  2.245
F  -1.055  -0.982  -0.883
H  -4.224  0.650  -1.300
H  1.663  -4.495  -2.133
H  6.026  0.880  -1.463
H  0.229  -3.547  -4.688
H  -0.827  4.406  -2.906
H  -0.325  -0.209  -5.705
H  -5.701  2.283  -0.845
H  2.533  -1.957  4.225
C  -3.805  1.533  5.025
H  0.538  -4.315  -0.817
C  0.361  0.450  -6.237
H  1.077  2.402  4.876
H  5.969  -0.288  -2.825
C  3.793  3.134  -0.768
H  -4.180  2.559  5.007
H  -5.806  -0.026  1.256
H  -1.862  5.808  -2.409
H  4.706  -1.910  -1.329
H  2.434  1.249  -6.289
C  -1.888  -3.725  1.952
H  -2.762  1.598  5.330
O  -0.421  -5.376  -3.199
H  -2.613  -0.718  4.008
F  1.298  -0.780  -0.269
H  -1.357  -2.968  -4.321
As  0.066  0.362  -0.726
H  -0.041  1.140  2.707
C  -0.370  -4.042  -2.712
H  3.757  4.894  -2.024
H  -2.445  1.509  2.799
H  4.875  3.005  -0.788
H  1.480  0.202  6.033
H  0.883  -2.818  2.451
C  -4.608  0.772  -0.279
H  0.107  -5.959  -2.652
H  -0.258  1.344  -6.397
H  3.960  -0.229  -1.378

DFT total energy (Eh): -4464.1044
Relative energy (zero: lowest compared OMol25 entry of this formula, charge and spin) (kcal per mole): 0.0
Total charge: -1
E_HOMO (eV): -7.37
Gap between HOMO and LUMO (eV): 9.95